# 1
DFT (ωB97M-V with the def2-TZVPD basis set) results for a cluster of 2 separate species, C7H14PS3 in total.

Last column: Löwdin spin population.
Atoms and positions in Å:
1 C -1.291 2.287 -0.569  0.000
2 C 0.227 2.158 -0.707  0.001
3 C -1.711 1.278 0.515  0.003
4 C 0.686 1.732 0.682  0.025
5 C 1.854 -2.782 -0.283  0.009
6 C 1.531 -2.019 -1.545  0.013
7 C -0.413 0.793 1.174  0.077
8 P -0.122 -0.981 0.655  0.405
9 S 1.766 -1.664 1.169  0.150
10 S -0.104 -1.190 -1.412  0.146
11 S -2.849 -2.386 1.270  1.099
12 H -1.550 3.296 -0.251  0.000
13 H -1.795 2.096 -1.514  0.000
14 H 0.481 1.401 -1.451  0.002
15 H 0.692 3.089 -1.021  0.001
16 H -2.355 1.749 1.256  0.000
17 H -2.276 0.443 0.090  0.001
18 H 1.687 1.302 0.704  0.003
19 H 0.684 2.600 1.346  0.007
20 H 1.161 -3.612 -0.119  0.001
21 H 2.874 -3.167 -0.313  0.001
22 H 2.273 -1.247 -1.756  0.004
23 H 1.468 -2.693 -2.399  -0.001
24 H -0.479 0.746 2.263  0.000
25 H -2.442 -3.231 2.218  0.052

Calculated values
Net charge: +1
Energy above the lowest of the compared OMol25 structures with the same formula, charge and spin, kJ/mol: 0.00
HOMO-LUMO gap (spin up / spin down), eV: 8.7 / 6.8
Multiplicity: 3
Highest occupied orbital energy (spin up / spin down), eV: -12.055 / -13.154

***

# 2
DFT (ωB97M-V with the def2-TZVPD basis set) results for a structure of composition C25H37BBrKN8S2Si.

Last column: Mulliken charge in e.
Atoms and positions in Å:
1 K -2.307 -0.694 1.505  0.840
2 C -3.137 -4.281 -1.631  -0.954
3 C -2.392 -3.122 -1.363  -0.035
4 N -3.130 -2.204 -0.752  -0.567
5 N -4.354 -2.751 -0.600  0.425
6 C -4.383 -3.992 -1.122  -0.278
7 B -5.522 -2.087 0.181  0.005
8 N -5.347 -2.289 1.713  0.682
9 C -5.648 -3.422 2.378  -0.211
10 C -5.265 -3.269 3.692  -0.822
11 C -4.727 -1.973 3.735  -0.277
12 N -4.783 -1.391 2.545  -0.877
13 N -5.687 -0.607 -0.185  0.271
14 C -6.781 -0.067 -0.759  -0.318
15 C -6.549 1.277 -0.954  -0.861
16 C -5.248 1.464 -0.452  -0.266
17 N -4.739 0.332 0.007  -0.202
18 H -2.814 -5.187 -2.115  0.377
19 H -1.358 -2.911 -1.589  0.318
20 H -5.290 -4.575 -1.092  0.410
21 H -6.528 -2.679 -0.148  -0.186
22 H -6.106 -4.253 1.866  0.386
23 H -5.350 -3.984 4.492  0.378
24 H -4.286 -1.443 4.566  0.471
25 H -7.637 -0.681 -0.983  0.398
26 H -7.213 2.006 -1.386  0.357
27 H -4.664 2.370 -0.401  0.411
28 S 0.334 -1.974 2.524  -0.554
29 C 0.534 -0.656 3.617  0.657
30 S -0.698 0.512 3.886  -0.540
31 C 1.790 -0.487 4.252  -0.096
32 C 2.908 -1.310 3.956  0.212
33 N 3.855 -1.949 3.761  -0.746
34 C 2.083 0.606 5.111  0.115
35 N 2.398 1.492 5.786  -0.747
36 C 4.360 -0.535 -1.858  -2.084
37 C 3.034 -0.524 -1.078  2.926
38 C 2.046 -1.481 -1.764  -2.039
39 C 3.301 -1.123 0.314  -2.045
40 Si 2.326 1.258 -0.946  0.387
41 Br 0.116 1.049 -0.544  -0.474
42 C 3.020 2.261 0.520  3.028
43 C 4.557 2.220 0.550  -1.735
44 C 2.577 3.730 0.468  -2.292
45 C 2.490 1.683 1.844  -2.378
46 C 2.391 2.220 -2.631  2.278
47 C 1.458 3.442 -2.642  -1.894
48 C 1.929 1.327 -3.792  -2.052
49 C 3.814 2.712 -2.937  -1.776
50 H 4.776 -1.548 -1.823  0.530
51 H 5.104 0.135 -1.421  0.331
52 H 4.238 -0.268 -2.910  0.330
53 H 2.519 -2.466 -1.842  0.545
54 H 1.755 -1.170 -2.767  0.253
55 H 1.142 -1.596 -1.165  0.304
56 H 3.631 -2.160 0.183  0.585
57 H 2.411 -1.157 0.947  -0.034
58 H 4.089 -0.608 0.862  0.351
59 H 5.015 2.604 -0.365  0.282
60 H 4.933 1.213 0.728  0.265
61 H 4.905 2.841 1.383  0.525
62 H 3.025 4.281 -0.362  0.417
63 H 2.890 4.217 1.397  0.545
64 H 1.490 3.820 0.405  0.376
65 H 2.766 0.644 1.991  0.005
66 H 1.403 1.749 1.925  0.224
67 H 2.913 2.251 2.679  0.692
68 H 0.417 3.148 -2.518  0.296
69 H 1.555 3.945 -3.613  0.525
70 H 1.696 4.167 -1.867  0.346
71 H 0.927 0.932 -3.616  0.318
72 H 2.601 0.489 -3.973  0.298
73 H 1.896 1.928 -4.709  0.579
74 H 4.145 3.465 -2.221  0.281
75 H 3.829 3.176 -3.931  0.535
76 H 4.548 1.905 -2.939  0.269

Calculated values
Net charge: -2
Energy above the lowest of the compared OMol25 structures with the same formula, charge and spin, kJ/mol: 3.10
HOMO-LUMO gap, eV: 5.3
Highest occupied orbital energy, eV: -1.395

***

# 3
DFT (ωB97M-V with the def2-TZVPD basis set) results for the ion C5H10N with charge +1 in a non-equilibrium geometry.

Last column: Mulliken charge in e.
Atoms and positions in Å:
1 C -2.957 -0.132 0.318  -0.908
2 C -1.930 -0.113 -0.684  -0.087
3 C -0.403 -0.054 -0.469  0.143
4 N 1.106 0.059 -0.220  0.148
5 C 1.884 -1.090 -0.017  -1.017
6 C 1.720 1.332 0.128  -0.815
7 H -3.172 -1.164 0.824  0.302
8 H -3.843 0.386 -0.030  0.325
9 H -2.608 0.411 1.312  0.308
10 H -2.082 -0.368 -1.665  0.387
11 H 2.497 -1.264 -0.902  0.399
12 H 2.334 -1.148 0.875  0.440
13 H 1.415 -2.076 -0.180  0.366
14 H 2.723 1.152 0.688  0.304
15 H 2.236 1.698 -0.805  0.344
16 H 1.073 2.029 0.467  0.361

Calculated values
Net charge: +1
Energy above the lowest of the compared OMol25 structures with the same formula, charge and spin, kJ/mol: 563.45
HOMO-LUMO gap, eV: 9.2
Highest occupied orbital energy, eV: -14.608

***

# 4
DFT (ωB97M-V with the def2-TZVPD basis set) results for a cluster of 3 separate species, C4H14N4O in total in a non-equilibrium geometry.

Last column: Mulliken charge in e.
Atoms and positions in Å:
1 H -1.316 2.472 -0.788  0.152
2 N -1.160 1.594 -0.294  -0.794
3 C -0.916 0.578 -1.090  0.727
4 C -0.780 0.665 -2.583  -1.328
5 H -1.243 -0.402 -0.736  0.220
6 H 0.005 -0.008 -2.925  0.277
7 H -0.534 1.681 -2.900  0.336
8 H -1.716 0.357 -3.047  0.346
9 C -1.811 0.075 2.464  -0.265
10 N -1.146 -0.939 2.807  -0.404
11 O -0.090 -1.261 1.917  -0.166
12 N 0.621 -2.388 2.350  -0.458
13 H -2.623 0.335 3.128  0.296
14 H -1.624 0.675 1.570  0.348
15 H -0.027 -3.173 2.402  0.285
16 H 0.969 -2.204 3.290  0.279
17 C 2.351 0.260 -1.195  -0.972
18 N 1.106 0.266 -0.444  -0.323
19 H 3.238 0.278 -0.550  0.302
20 H 2.403 -0.642 -1.807  0.320
21 H 2.378 1.125 -1.858  0.338
22 H 1.047 -0.512 0.207  0.184
23 H 0.871 1.168 0.080  0.300

Calculated values
Energy above the lowest of the compared OMol25 structures with the same formula, charge and spin, kJ/mol: 472.31
HOMO-LUMO gap, eV: 9.4
Highest occupied orbital energy, eV: -8.357